## a
This record from the Open Molecules 2025 dataset describes a gas-phase ion, C5H9N2 (charge +1). The level of theory is the ωB97M-V functional and the def2-TZVPD basis.

## Properties
LUMO energy, eV: -6.063
SMILES: C[C@H]1C[C@@H]1C[N+]#N
Net charge: +1
Kohn-Sham gap, eV: 8.25

Cartesian coordinates (Å):
C1 -0.551 -1.260 -0.155
H1 -1.926 1.294 -1.208
H2 0.512 0.429 -1.248
C2 -2.032 0.942 -0.124
H3 -1.087 -1.531 -1.012
N1 -3.160 0.211 -0.164
H4 -2.109 1.736 0.536
H5 2.565 -0.616 -0.231
N2 -3.923 -0.500 0.208
H6 -0.703 0.195 1.426
H7 -0.239 -1.926 0.616
C3 0.434 -0.085 -0.323
C4 1.840 0.030 0.182
C5 -0.882 0.046 0.412
H8 1.788 -0.240 1.301
H9 2.198 0.945 -0.110



## b
This record from the Open Molecules 2025 dataset describes a gas-phase ion, C5H9N2 (charge +1). The level of theory is the ωB97M-V functional and the def2-TZVPD basis.

## Properties
LUMO energy, eV: -4.091
SMILES: CCc1c[nH]c[nH+]1
Net charge: +1
Kohn-Sham gap, eV: 9.88

Cartesian coordinates (Å):
C1 0.636 1.092 1.237
C2 -0.005 0.339 0.232
H1 2.411 0.612 2.347
H2 3.078 -0.835 0.299
C3 -1.486 0.282 -0.070
H3 -1.737 1.336 -0.344
H4 -2.203 -0.199 0.634
N1 0.891 -0.592 -0.270
N2 1.834 0.406 1.486
H5 -2.369 -0.283 -1.972
H6 1.073 -0.619 -1.263
H7 -2.084 -1.567 -1.285
C4 2.053 -0.514 0.474
C5 -1.550 -0.609 -1.348
H8 -0.745 -0.654 -2.088
H9 0.204 1.804 1.929



## c
This record from the Open Molecules 2025 dataset describes a gas-phase ion, C5H9N2 (charge +1). The level of theory is the ωB97M-V functional and the def2-TZVPD basis.

## Properties
LUMO energy (spin up / spin down), eV: -6.424 / -4.619
Net charge: +1
Kohn-Sham gap (spin up / spin down), eV: 6.80 / 8.95

Cartesian coordinates (Å):
C1 -1.770 -1.129 -0.015
H1 -2.278 -1.088 -1.072
H2 3.333 -1.387 0.038
H3 3.835 1.559 -0.024
N1 1.330 -0.741 0.077
H4 0.989 -1.664 0.207
C2 -1.636 1.328 -0.017
C3 0.369 0.203 -0.018
H5 -2.493 1.483 0.723
H6 -0.934 2.184 0.130
C4 3.104 0.796 0.001
N2 -0.920 0.146 0.017
H7 -0.908 -1.817 0.144
C5 2.639 -0.398 -0.016
H8 -2.123 1.537 -1.015
H9 -2.537 -1.012 0.841



Which of them is the most stable? Correct choice: b.